## 1
19
Properties=species:S:1:pos:R:3:nbo_charge:R:1 method="wB97M-V/def2-TZVPD" orbital_gap_ev=6.091 charge=-1 smiles=NCCCCC[O-] molar_mass_g_mol=102.16 lumo_ev=3.80
N -0.38826 -0.81328 2.91320 -0.831
C -0.22405 -1.16610 1.54287 -0.233
C -1.13655 -0.52647 0.52298 -0.408
C -0.74904 0.88182 0.13258 -0.422
C 0.44138 1.06744 -0.70581 -0.437
C 0.54279 0.28728 -2.12997 0.052
O 1.73220 0.36324 -2.67833 -0.927
H 0.07138 0.11018 3.11392 0.343
H -1.35158 -0.64184 3.11699 0.338
H 0.81807 -1.19098 1.23224 0.205
H -0.35771 -2.21525 1.53810 0.171
H -2.13261 -0.65693 0.98789 0.165
H -1.24407 -1.08428 -0.37941 0.225
H -1.66875 1.37475 -0.12874 0.188
H -0.48694 1.40203 1.05997 0.171
H 0.65650 2.06173 -1.01335 0.201
H 1.42372 0.50539 -0.11263 0.153
H 0.18359 -0.92873 -1.92503 -0.014
H -0.29861 0.78712 -2.63159 0.059

***

## 2
19
Properties=species:S:1:pos:R:3:nbo_charge:R:1 method="wB97M-V/def2-TZVPD" orbital_gap_ev=6.191 charge=-1 smiles=CC[C@H](C)NC[O-] molar_mass_g_mol=102.16 lumo_ev=3.90
C -0.77596 -0.16124 2.20629 -0.625
C -0.25830 -0.72715 0.85689 -0.466
C -0.12825 0.41008 -0.28602 -0.038
C -1.49485 0.93089 -0.69597 -0.632
N 0.54832 -0.18111 -1.57291 -0.700
C 2.05443 -0.18685 -1.38609 0.150
O 2.56023 -1.15339 -0.64836 -0.952
H -0.60375 0.85599 2.30847 0.198
H -0.33580 -0.79775 2.95534 0.208
H -1.88307 -0.22876 2.08362 0.187
H -0.75358 -1.56192 0.47124 0.180
H 0.78997 -1.20295 0.82070 0.275
H 0.50140 1.21352 0.02826 0.182
H -2.19043 0.13887 -0.92715 0.195
H -1.96754 1.46330 0.20924 0.174
H -1.13246 1.65737 -1.52847 0.227
H 0.24436 -1.09462 -1.63073 0.333
H 2.44302 -0.21532 -2.44232 0.070
H 2.38228 0.84103 -0.82202 0.036

***

Stability ranking, top and bottom: 2 is the most stable and 1 is the least stable.

***

## 1
19
Properties=species:S:1:pos:R:3:nbo_charge:R:1 method="wB97M-V/def2-TZVPD" orbital_gap_ev=6.591 charge=-1 smiles=CCNCCC[O-] molar_mass_g_mol=102.16 lumo_ev=4.32
C 0.04770 2.42904 0.53187 -0.613
C 0.45123 0.95782 1.06286 -0.318
N 1.45634 0.07886 0.43252 -0.663
C 1.00320 -1.31796 0.33641 -0.223
C 0.01179 -1.52954 -0.95165 -0.482
C -1.46035 -0.94132 -0.89272 0.001
O -1.81127 -0.41612 0.23097 -0.918
H -0.79295 2.51778 -0.15219 0.211
H -0.52973 2.82195 1.48829 0.192
H 0.84762 2.98919 0.28606 0.171
H -0.55118 0.40174 0.93466 0.309
H 0.57594 0.94381 2.12816 0.147
H 1.74776 0.45795 -0.44175 0.349
H 1.81504 -2.00319 0.22686 0.168
H 0.41231 -1.81123 1.17837 0.210
H 0.43672 -1.09977 -1.92989 0.151
H -0.06989 -2.45289 -1.51295 0.181
H -1.54422 -0.27078 -1.68785 0.067
H -2.04606 -1.75534 -1.26803 0.060

***

## 2
19
Properties=species:S:1:pos:R:3:nbo_charge:R:1 method="wB97M-V/def2-TZVPD" orbital_gap_ev=6.242 charge=-1 smiles=CC[C@H](C)NC[O-] molar_mass_g_mol=102.16 lumo_ev=3.84
C -1.60611 0.45461 -1.64001 -0.609
C -0.22477 0.63898 -1.00310 -0.399
C -0.06676 -0.14197 0.29553 -0.084
C -1.21745 -0.19855 1.28068 -0.611
N 1.17335 0.24953 0.97599 -0.693
C 2.39846 -0.50195 0.48676 0.143
O 2.32007 -1.80894 0.58191 -0.939
H -1.54597 0.74110 -2.69582 0.188
H -2.34559 1.11579 -1.21814 0.190
H -1.92159 -0.58854 -1.66365 0.198
H -0.00138 1.69974 -0.85999 0.191
H 0.50792 0.23228 -1.68791 0.206
H 0.12392 -1.17611 -0.03388 0.196
H -1.46097 0.82540 1.59596 0.184
H -2.12376 -0.65458 0.87226 0.191
H -0.93794 -0.81786 2.11503 0.210
H 1.10610 -0.01927 1.95153 0.333
H 2.64162 -0.01957 -0.49519 0.052
H 3.18084 -0.03009 1.14205 0.054

***

## 3
19
Properties=species:S:1:pos:R:3:nbo_charge:R:1 method="wB97M-V/def2-TZVPD" orbital_gap_ev=4.289 charge=-1 molar_mass_g_mol=102.16 lumo_ev=1.75
C 2.05524 -1.38022 0.55725 -0.659
C 1.32991 -0.38033 -0.28407 0.152
C 0.18960 0.18402 0.55841 -0.469
C -0.83367 0.93439 -0.26213 -0.430
C -2.20428 0.78554 0.41914 0.029
O -2.89824 -0.30505 0.23872 -0.916
N 2.13475 0.52316 -1.07518 -0.832
H 2.57872 -0.89334 1.40423 0.226
H 1.34321 -2.17544 0.92664 0.212
H 2.81341 -1.69650 -0.16865 0.212
H 0.52837 -1.92358 -1.41432 0.168
H -0.40231 -0.61263 1.07941 0.240
H 0.84502 0.84928 1.15768 0.236
H -0.61929 0.33790 -1.19005 0.162
H -0.55976 1.96296 -0.49020 0.191
H -1.74398 1.10118 1.51392 0.004
H -2.79855 1.67267 0.00921 0.062
H 0.80717 -1.03552 -1.07724 0.063
H 2.22989 0.33089 -2.06570 0.349

***

Stability ranking, top and bottom: 2 is the most stable and 3 is the least stable.

***

## 1
12
Properties=species:S:1:pos:R:3:nbo_charge:R:1 method="wB97M-V/def2-TZVPD" orbital_gap_ev=8.613 molar_mass_g_mol=86.10 lumo_ev=0.18
C -0.49595 -0.71087 0.22529 -0.052
C -0.26822 0.58952 -0.27835 -0.134
H 0.86913 -0.38888 -1.64278 0.380
H 0.12205 -1.88264 -2.88617 0.428
H -0.77880 -0.91692 1.27623 0.199
H -0.65760 0.96804 -1.23025 0.230
H 0.45943 0.45181 2.13742 0.360
H 0.70580 2.15767 2.12287 0.373
N 0.28366 -1.20364 -1.78720 -0.779
N -0.02723 -1.77238 -0.43376 -0.172
N 0.08848 1.63968 0.45608 -0.174
N 0.20724 1.38478 1.84217 -0.657

***

## 2
12
Properties=species:S:1:pos:R:3:nbo_charge:R:1 method="wB97M-V/def2-TZVPD" orbital_gap_ev=9.923 molar_mass_g_mol=86.10 lumo_ev=1.11
C 1.46884 -0.83433 0.49906 -0.149
N 1.56081 0.02818 -0.43737 -0.225
N 0.60056 1.00335 -0.42897 -0.506
C -0.61714 1.03549 0.32289 0.157
N -1.55479 0.22083 0.36726 -0.258
N -1.39384 -0.92874 -0.39891 -0.649
H 2.25342 -1.56986 0.60488 0.189
H 0.60602 -0.83763 1.16002 0.171
H 0.97585 1.83368 -0.72875 0.384
H -0.64154 1.92286 1.00406 0.181
H -0.91275 -0.65065 -1.27058 0.343
H -2.34544 -1.22317 -0.69359 0.364

***

## 3
12
Properties=species:S:1:pos:R:3:nbo_charge:R:1 method="wB97M-V/def2-TZVPD" orbital_gap_ev=8.755 molar_mass_g_mol=86.10 lumo_ev=1.14
C 0.77250 -0.13651 -0.44480 0.206
C -1.43864 1.14783 -0.41167 -0.416
N 2.49212 0.47865 0.87405 -0.247
N 1.49739 -1.41995 0.21054 -0.553
N 2.56102 -0.73523 0.72802 -0.088
N -0.50650 0.04734 -0.04880 -0.617
H -0.84769 1.65801 -1.13869 0.227
H -2.49590 0.86918 -0.71582 0.209
H -1.60432 1.87774 0.41729 0.202
H 1.60826 -2.19299 -0.39917 0.378
H 3.48141 -1.28279 0.82531 0.330
H -0.94048 -0.55234 0.69158 0.369

***

## 4
12
Properties=species:S:1:pos:R:3:nbo_charge:R:1 method="wB97M-V/def2-TZVPD" orbital_gap_ev=10.326 molar_mass_g_mol=86.10 lumo_ev=0.80
H -2.53582 1.05646 1.10830 0.320
N -2.60775 0.29610 0.42415 -0.649
C -1.43787 -0.11088 0.07865 0.278
N -0.14301 0.31110 0.58772 -0.667
C 1.06763 0.01020 -0.11445 0.583
N 0.96835 -1.23241 -0.76799 -0.838
N 2.07589 0.77320 -0.25442 -0.721
H 1.89346 1.65792 0.20106 0.335
H -1.42570 -0.93736 -0.61760 0.183
H -0.17195 1.21561 1.04463 0.392
H 0.57843 -1.97684 -0.21662 0.385
H 1.82868 -1.44769 -1.23116 0.400

***

Stability ranking, top and bottom: 4 is the most stable and 3 is the least stable.